Run i
# C2H4ClN2

An isolated ion of composition C2H4ClN2 and charge +1 (ωB97M-V/def2-TZVPD, the OMol25 dataset).

Bonds (Å) are listed after each position.
Atoms and positions in Å:
1 C 0.03 -1.15 -0.46  N2 1.416, H6 1.190, H7 1.196, H8 1.162
2 N 0.46 0.19 -0.55  C1 1.416, N3 1.465, C4 1.686
3 N -0.52 1.21 -0.18  N2 1.465, C4 1.284, H9 1.004
4 C 0.22 1.08 0.86  N2 1.686, N3 1.284, Cl5 1.636
5 Cl 0.55 1.43 2.42  C4 1.636
6 H 0.34 -1.62 -1.51  C1 1.190
7 H 0.77 -1.80 0.23  C1 1.196
8 H -1.02 -1.28 0.01  C1 1.162
9 H -0.83 1.93 -0.81  N3 1.004

Output
Multiplicity   1
Kohn-Sham gap   0.3558 Eh
Total charge   +1
HOMO   -15.871 eV
LUMO level   -6.188 eV
SMILES   CN1[NH+]=C1Cl

***

Run ii
# C2H4ClN2

An isolated ion of composition C2H4ClN2 and charge +1 (ωB97M-V/def2-TZVPD, the OMol25 dataset).

Bonds (Å) are listed after each position.
Atoms and positions in Å:
1 C 0.13 0.10 1.86  N2 1.238, H6 1.084, H7 1.052
2 N 0.46 0.10 0.66  C1 1.238, C3 1.274
3 C 0.12 -0.31 -0.49  N2 1.274, N4 1.372, Cl5 1.768
4 N -0.21 0.48 -1.56  C3 1.372, H8 1.015, H9 1.043
5 Cl 0.28 -2.02 -0.91  C3 1.768
6 H -0.89 -0.19 2.04  C1 1.084
7 H 0.72 0.33 2.69  C1 1.052
8 H -0.24 1.47 -1.79  N4 1.015
9 H -0.37 0.04 -2.50  N4 1.043

Output
Multiplicity   1
Kohn-Sham gap   0.3868 Eh
Total charge   +1
HOMO   -15.928 eV
LUMO level   -5.402 eV
SMILES   C=NC(=[NH2+])Cl

***

The most stable arrangement is run ii, and the next structure is 102.1 kcal/mol less stable.